This record from the OMol25 dataset describes the molecule C12H18N4O3. The level of theory is ωB97M-V/def2-TZVPD.

- Spin multiplicity: 1
- E_LUMO: 0.60 eV
- DFT total energy: -912.875151 a.u.
- Structure (SMILES): CCC(NN1CCCCC1)=C1C(=O)NC(=O)NC1=O
- Energy above the lowest of the compared OMol25 structures with the same formula, charge and spin: 5.38 kcal per mole

Geometry as XYZ:
```
37
Properties=species:S:1:pos:R:3:forces:R:3
C -0.4473 2.5463 -0.7892 -0.0613 -0.1062 0.1048
C -0.4206 1.7073 0.4919 0.0906 0.2921 0.1707
C -0.9160 0.3217 0.2346 0.0971 0.1110 0.1631
N -0.0013 -0.6195 0.0667 -0.0285 -0.4782 -0.0683
N 1.3698 -0.3863 0.1520 -0.0838 0.1832 -0.1337
C 1.9747 -1.3100 1.1045 -0.0170 -0.1671 0.3284
C 3.4988 -1.3112 0.9496 -0.0269 0.1910 0.0195
C 3.9518 0.0316 0.3881 0.1085 -0.1218 -0.0530
C 3.4027 0.2019 -1.0319 -0.0702 -0.0165 0.0945
C 2.0224 -0.4564 -1.1482 0.0764 0.0906 -0.3207
C -2.2797 -0.0117 0.1454 0.0382 -0.1060 -0.0429
C -3.3121 0.9847 0.3685 -0.0028 -0.1797 -0.0126
O -3.1519 2.1612 0.6282 -0.0428 0.2936 0.0309
N -4.6230 0.5180 0.2773 -0.2607 0.3924 0.0866
C -5.0531 -0.7473 -0.0142 0.2297 0.0072 -0.0039
O -6.2145 -1.0606 -0.0861 -0.3256 -0.0893 -0.0170
N -4.0223 -1.6345 -0.2183 -0.1082 -0.4482 -0.0969
C -2.6694 -1.3733 -0.1445 -0.0153 0.2106 0.0275
O -1.8999 -2.3151 -0.3346 0.1027 -0.2260 -0.0422
H -1.4710 2.6862 -1.1223 -0.0581 0.0350 -0.0731
H -0.0145 3.5227 -0.5913 0.0450 0.0998 -0.0223
H 0.1229 2.0668 -1.5811 0.0907 -0.0056 -0.1199
H -1.0568 2.1915 1.2308 0.0829 -0.1221 -0.0378
H 0.6036 1.6377 0.8590 -0.1357 -0.0151 0.0048
H -0.3518 -1.5724 -0.1277 0.0630 0.2267 0.0214
H 1.6913 -0.9677 2.1042 0.0034 -0.1075 -0.0248
H 1.5776 -2.3294 0.9685 -0.0045 0.0813 0.0148
H 3.8115 -2.1061 0.2704 0.0230 -0.0584 0.0192
H 3.9621 -1.5015 1.9176 -0.0155 -0.0904 -0.0198
H 3.5712 0.8272 1.0291 0.0689 0.0620 0.0298
H 5.0400 0.0947 0.3792 0.0067 0.0640 0.0504
H 4.0765 -0.2586 -1.7554 0.0221 0.0273 -0.0394
H 3.3321 1.2634 -1.2688 -0.0017 0.0183 -0.0749
H 1.4043 0.0759 -1.8731 0.0164 -0.1051 0.0495
H 2.1138 -1.4997 -1.4885 -0.0529 0.0112 -0.0202
H -5.3419 1.2141 0.4382 0.1261 -0.1542 -0.0409
H -4.2799 -2.5919 -0.4287 0.0201 0.2002 0.0484
```
Positions in Å, forces in eV/Å.

This record from the OMol25 dataset describes a cluster of 2 separate species, C32H34BF4NO2S in total. The level of theory is ωB97M-V/def2-TZVPD.

- Spin multiplicity: 1
- E_LUMO: -4.30 eV
- DFT total energy: -2267.433335 a.u.
- Energy above the lowest of the compared OMol25 structures with the same formula, charge and spin: 103.72 kcal per mole

Geometry as XYZ:
```
75
Properties=species:S:1:pos:R:3:forces:R:3
F -2.5799 2.7132 -3.7052 0.0445 -0.9486 -0.2735
C -2.3958 1.4166 -4.0398 0.1297 -0.0696 0.0513
C -3.4348 0.6800 -4.5768 -0.7202 0.3757 -0.3142
C -3.2598 -0.6592 -4.8845 0.3676 0.0675 0.0406
F -4.2807 -1.3702 -5.4048 0.5002 0.4229 0.2877
C -2.0396 -1.2562 -4.6781 0.0313 -0.5977 -0.0377
C -0.9453 -0.5195 -4.1876 -0.5566 0.4021 0.1542
C 0.3282 -1.1292 -4.0244 -0.0763 0.3682 -0.2453
C 1.5810 -0.4798 -4.1313 0.2511 0.3065 -0.0166
C 2.7610 -1.1640 -3.7952 0.2864 -0.6848 0.1785
C 3.9957 -0.6112 -4.0381 -0.2603 0.0211 0.1986
F 5.1206 -1.2796 -3.6985 -0.7503 0.4829 -0.3379
C 4.0831 0.6408 -4.6243 0.7959 0.3466 -0.2235
C 2.9395 1.3624 -4.9257 -0.1958 -0.1906 0.2578
F 3.0341 2.5995 -5.4642 0.0249 -0.9053 0.3023
C 1.7066 0.8127 -4.6773 -0.2409 0.6217 -0.3295
C -1.1720 0.8267 -3.8467 0.4030 0.5206 0.4401
H -4.3702 1.1622 -4.7933 -0.3425 0.0763 0.0834
H -1.9132 -2.2906 -4.9319 -0.0002 -0.3750 -0.0878
H 0.3436 -2.2015 -3.9203 0.0259 -0.2721 0.0932
H 2.7084 -2.1381 -3.3436 -0.0221 -0.2749 0.1130
H 5.0462 1.0465 -4.8773 0.2819 0.1446 0.0592
H 0.8421 1.3776 -4.9671 -0.1499 0.0729 -0.1888
H -0.4112 1.3967 -3.3441 0.1550 0.1250 0.1309
C 1.2779 1.7520 7.5147 0.4755 -0.0113 0.3205
C 0.7097 1.5268 6.1706 -0.1932 -0.1710 -0.4907
C -0.5796 1.7347 5.8138 -0.3420 0.0848 -0.1903
C -0.8453 1.4590 4.4424 -0.4481 0.2189 0.8129
C 0.2304 1.0360 3.7544 0.6655 -0.3154 -0.2671
B 0.2202 0.6972 2.1899 0.1576 -0.1239 -0.0147
C -0.5588 -0.6832 1.9389 0.8074 1.4924 0.1656
C 0.1706 -1.8222 1.6901 -0.0920 -0.7818 -0.0887
C -0.4661 -3.0222 1.4786 -0.0561 -0.4407 -0.2567
C -1.8631 -3.1075 1.5187 -0.4460 -1.1732 -0.1406
N -2.5312 -4.3426 1.3120 0.1694 0.3387 -0.0105
C -3.8127 -4.6427 1.9514 0.6938 0.4625 -0.3685
C -1.9312 -5.4303 0.5423 -0.0949 0.7914 0.5808
C -2.5805 -1.9382 1.7781 -0.5045 0.0653 -0.0069
C -1.9336 -0.7381 1.9710 -0.5285 -0.7015 0.0172
O -0.4816 1.8125 1.4618 1.1954 -0.2517 -0.8243
C 0.5707 2.5361 0.8145 -0.0535 -0.2714 0.1529
C 0.0373 3.1789 -0.4741 -0.0213 -0.1684 0.3193
C 1.0749 3.6016 1.7882 0.1014 0.0026 -0.1165
C 1.7037 1.4482 0.5511 -0.1170 0.0653 0.4603
C 1.3836 0.6348 -0.7033 -0.0069 0.0022 -0.0369
C 3.1133 2.0523 0.4659 -0.2841 -0.2131 0.1378
O 1.6278 0.5674 1.6774 -0.3869 1.3126 -0.6949
S 1.6143 0.9630 4.7908 -0.3157 0.1327 0.2343
H 0.4976 2.0004 8.2367 -0.0123 -0.0320 -0.1120
H 1.7986 0.8617 7.8705 0.0788 0.0326 0.1231
H 1.9910 2.5776 7.4978 0.1070 0.0060 0.1211
H -1.3300 2.0910 6.5018 -0.0649 0.0585 0.1857
H -1.8134 1.5812 3.9856 -0.1413 0.0629 -0.0768
H 1.2464 -1.7616 1.6715 0.1778 -0.0003 0.0019
H 0.1104 -3.9115 1.3026 0.1799 -0.3258 -0.0380
H -3.9595 -4.0110 2.8214 0.0339 0.0917 0.0731
H -4.6335 -4.4779 1.2609 -0.3850 -0.0092 -0.1407
H -3.8439 -5.6775 2.2823 0.1102 -0.1773 0.0009
H -1.2298 -5.0386 -0.1878 0.0873 0.1072 -0.0436
H -1.4039 -6.1161 1.1974 0.2369 -0.3645 0.0962
H -2.6929 -5.9874 0.0038 -0.2379 -0.0132 -0.0089
H -3.6559 -1.9667 1.7935 -0.3127 -0.0757 -0.0132
H -2.4952 0.1629 2.1444 -0.1901 0.1970 0.0211
H 0.8311 3.6401 -1.0616 0.1562 0.0825 0.0136
H -0.4605 2.4372 -1.0952 -0.0751 -0.1203 0.0014
H -0.7003 3.9434 -0.2354 -0.0140 0.0753 0.0938
H 1.8519 4.2230 1.3416 0.0308 0.0971 -0.0069
H 0.2532 4.2423 2.1032 -0.1292 -0.0153 -0.0580
H 1.4757 3.1173 2.6778 0.0469 0.0401 0.0166
H 1.4647 1.2402 -1.6067 0.0450 0.1089 -0.1912
H 2.0664 -0.2092 -0.7932 0.1551 -0.0657 0.1037
H 0.3715 0.2378 -0.6286 -0.1466 -0.0384 -0.0115
H 3.1889 2.8031 -0.3210 -0.0548 0.0687 -0.1228
H 3.3872 2.5174 1.4112 -0.0470 -0.0323 0.0020
H 3.8462 1.2716 0.2664 0.0075 -0.1407 -0.0607
```
Positions in Å, forces in eV/Å.

This record from the OMol25 dataset describes a cluster of 2 separate species, C3H7N4O3 in total. The level of theory is ωB97M-V/def2-TZVPD.

- Net charge: +1
- Spin multiplicity: 1
- E_LUMO (spin up / spin down): -6.50 / -6.50 eV
- DFT total energy: -562.736237 a.u.
- Energy above the lowest of the compared OMol25 structures with the same formula, charge and spin: 160.45 kcal per mole

Geometry as XYZ:
```
17
Properties=species:S:1:pos:R:3:forces:R:3
C 1.6377 0.7445 0.1681 -0.0692 -0.9253 2.0376
C -0.7795 -1.0393 1.4346 -0.9590 -1.0511 0.1811
C -0.2032 -1.0283 0.0261 0.2841 0.4867 0.6709
N 0.9406 2.6098 -2.3690 0.1372 -0.8775 -1.2501
N 0.6530 3.6794 -2.3722 -0.2853 1.6241 1.4880
N 0.8384 1.8756 -0.3358 -0.9124 -0.3517 -2.9815
N 1.1825 -0.5483 0.0841 0.4315 3.8645 -0.8307
O 0.6375 2.9120 0.1569 0.2228 0.0676 2.0422
O 2.7236 1.1195 0.5638 -0.0732 -0.5538 -0.4949
O 2.0796 -1.4116 0.6439 -0.3691 -1.0772 0.1281
H -1.9415 -1.1256 1.3189 2.2122 -0.0394 0.6633
H -0.3015 -1.9362 1.9777 -1.1014 1.6535 -0.3637
H -0.5116 -0.0500 1.8925 -0.4353 -1.0671 -0.0071
H -0.8776 -0.4366 -0.5977 0.7898 0.3789 -0.3431
H -0.0661 -1.9765 -0.4366 -0.4467 -0.9911 -0.2221
H 0.4062 4.5235 -1.7351 0.2036 -1.3323 -0.7833
H 2.9146 -0.9274 0.6816 0.3703 0.1911 0.0656
```
Positions in Å, forces in eV/Å.